16
Properties=species:S:1:pos:R:3 method="wB97M-V/def2-TZVPD" mol_weight_g_mol=77.13 e_above_lowest_ev=0.752 charge=0 total_energy_ha=-250.86901 e_lumo_ev=0.987
C 1.7900 0.3194 0.0948
C 0.7794 -0.2777 -0.8415
N -0.5545 -0.4677 -0.2565
C -1.7084 0.0962 -0.8822
H 2.7784 0.2567 -0.3710
H 1.5871 1.3268 0.4115
H 1.9475 -0.3384 0.9558
H 0.6342 0.4104 -1.6834
H 1.1315 -1.1708 -1.3579
H -0.6140 -1.4005 0.1183
H -2.2894 0.7489 -0.2232
H -2.3849 -0.6128 -1.3543
H -1.3799 0.7757 -1.6713
O -0.4537 -0.1804 2.5878
H -0.4231 -0.1434 1.6041
H -0.8402 0.6576 2.8691

=====

72
Properties=species:S:1:pos:R:3 method="wB97M-V/def2-TZVPD" spin_multiplicity=5 mol_weight_g_mol=795.74 charge=+3 total_energy_ha=-4400.12541 e_lumo_ev="-8.864 / -10.484"
Os -0.4798 0.1603 0.4617
C -0.6954 6.4256 3.6276
C -0.3440 5.2542 2.7888
C 0.9743 4.9405 2.4602
C 1.3142 3.7984 1.7192
C 2.6736 3.5366 1.3744
N 3.0572 2.4558 0.7794
C 4.3318 2.1535 0.1934
C 4.1659 2.0082 -1.3299
C 3.3116 0.8120 -1.7683
N 4.1203 -0.3706 -1.9063
C 3.8326 -1.6382 -1.7048
C 2.7111 -2.3198 -1.2137
C 2.8578 -3.7392 -1.2123
C 1.9808 -4.6986 -0.7738
C 2.3183 -6.1275 -0.7430
C 0.6006 -4.2435 -0.4248
C 0.5324 -2.7695 -0.1341
C -1.5893 -2.6556 1.2073
N -1.8682 -1.4316 0.9875
C -3.2330 -1.0133 1.2982
C -3.9574 -0.2380 0.1972
C -3.1286 0.8788 -0.4596
N -2.0597 1.3822 0.3814
C -2.1509 2.5680 0.8839
C -1.0859 3.2953 1.5238
C -1.3562 4.4421 2.2681
C 0.2720 2.9107 1.2780
O 0.5680 1.8449 0.6113
C 1.5154 -1.7304 -0.5309
O 1.5862 -0.6282 0.1856
H 0.1689 7.0294 3.8798
H -1.1726 6.1033 4.5539
H -1.4234 7.0530 3.1168
H 1.7672 5.5982 2.7802
H 3.4180 4.2910 1.6133
H 2.3314 1.7472 0.6126
H 4.7032 1.2199 0.6239
H 5.0406 2.9530 0.4120
H 5.1603 1.9265 -1.7730
H 3.7203 2.9224 -1.7214
H 2.8672 1.0347 -2.7463
H 2.4947 0.5948 -1.0752
H 5.0307 -0.1903 -2.3204
H 4.6391 -2.3041 -1.9958
H 3.8043 -4.1062 -1.5876
H 3.3886 -6.2954 -0.8346
H 1.8241 -6.6423 -1.5742
H 1.9315 -6.6036 0.1572
H -0.0760 -4.5609 -1.2361
H -2.3412 -3.3873 1.5028
H -3.1694 -0.3926 2.2020
H -3.8453 -1.8880 1.5444
H -4.8544 0.1813 0.6550
H -4.2871 -0.9224 -0.5839
H -3.7957 1.6898 -0.7651
H -2.6584 0.4847 -1.3694
H -3.0841 3.1160 0.7649
H -2.3859 4.7157 2.4484
Br 0.5264 -4.7971 6.2259
C 0.6793 -3.5151 4.8411
C 1.1477 -2.2230 5.1244
N 1.1935 -1.3076 4.1889
C 0.8074 -1.5578 2.9583
C 0.3609 -2.8166 2.5648
C 0.2927 -3.8108 3.5379
C -0.1748 -3.1429 1.1712
O 0.0145 -4.5248 0.8537
O 0.1832 -1.8495 -1.1227
H 1.4847 -1.9387 6.1128
H 0.8729 -0.7166 2.2670
H -0.0566 -4.8000 3.2776

=====

17
Properties=species:S:1:pos:R:3 method="wB97M-V/def2-TZVPD" mol_weight_g_mol=100.14 e_above_lowest_ev=4.688 charge=+1 total_energy_ha=-322.28831 e_lumo_ev=-3.085
H 3.5956 0.6832 -0.1762
N 2.7218 0.2985 0.2793
C 1.7582 1.0019 -0.2343
N 0.4665 0.6664 -0.0534
C -0.9351 0.4528 -0.4132
C -2.1109 0.9947 0.3616
N -0.1635 -0.5316 0.3857
C 0.1539 -1.9183 -0.1192
H 1.9302 1.8651 -1.0503
H -0.9901 -0.0093 -1.4479
H -1.7252 1.1360 1.2901
H -2.9445 0.3635 0.3041
H -2.3530 1.9896 0.0302
H -0.1772 -0.5817 1.4719
H 0.5069 -2.4492 0.7294
H -0.7523 -2.2047 -0.6289
H 1.0186 -1.7568 -0.7289

=====

8
Properties=species:S:1:pos:R:3 method="wB97M-V/def2-TZVPD" mol_weight_g_mol=167.85 e_above_lowest_ev=3.017 charge=0 total_energy_ha=-1918.05183 e_lumo_ev=-0.579
C -0.4974 -0.9751 -1.2133
C -0.2306 3.2426 -1.4760
Cl 0.7805 -0.4499 -2.2508
Cl -0.8276 0.2060 0.1186
Cl 1.1694 2.5064 -1.2028
Cl -1.0195 2.9014 -2.9384
H -0.1458 -1.8430 -0.6572
H -1.4115 -1.2707 -1.7306

=====

55
Properties=species:S:1:pos:R:3 method="wB97M-V/def2-TZVPD" mol_weight_g_mol=343.45 e_above_lowest_ev=2.608 charge=+1 total_energy_ha=-1144.21381 e_lumo_ev=-2.430
C -1.4333 -3.8419 2.0584
N -1.0803 -2.4815 1.9293
C 0.1143 -1.8441 1.9901
O 1.1158 -2.4897 2.3565
C 0.1015 -0.3769 1.6430
C 1.4374 0.3068 2.1187
C 2.5552 -0.1500 1.1498
C 3.9436 -0.5701 1.7931
N 3.8221 -1.9963 2.1461
C 4.8283 -2.8818 2.1365
N 4.5076 -4.0957 2.4169
N 6.0573 -2.6777 2.1240
N -0.3203 0.1201 0.2766
C -1.5712 0.3079 -0.0133
O -2.5041 -0.0113 0.7223
C -1.9047 0.9940 -1.3794
C -3.3697 1.5220 -1.4737
C -3.8459 2.4573 -2.6829
C -5.2811 2.9441 -2.3718
C -3.9649 1.6481 -4.0046
N -1.0418 2.1220 -1.6239
C 0.3497 2.1411 -1.7867
C 0.8481 3.4328 -2.4318
O 1.0322 1.1198 -1.9593
H -1.0563 -4.3961 1.1609
H -2.4981 -4.0374 2.2092
H -1.0426 -4.1158 3.0409
H -1.8092 -1.9184 1.5361
H -0.6638 -0.0318 2.4106
H 1.6708 -0.0315 3.1368
H 1.3488 1.3809 2.0230
H 2.6812 0.6187 0.3430
H 2.1104 -0.9395 0.6129
H 4.7031 -0.3152 1.0125
H 4.3585 0.2355 2.4314
H 2.9098 -2.2988 2.2354
H 3.5294 -4.2325 2.5864
H 5.1680 -4.8644 2.4203
H 6.7114 -3.3560 2.3121
H 6.4017 -1.7250 2.0910
H 0.4502 0.3228 -0.3641
H -1.6678 0.2242 -2.1174
H -3.5151 2.0037 -0.5516
H -3.9900 0.6838 -1.4496
H -3.2102 3.3384 -2.8411
H -5.2604 3.5961 -1.4937
H -5.8811 2.0152 -2.1258
H -5.7615 3.4269 -3.1896
H -4.2111 2.3349 -4.8555
H -2.9239 1.3105 -4.3233
H -4.6281 0.8303 -3.8299
H -1.5245 3.0132 -1.8071
H 1.9094 3.4487 -2.1090
H 0.3834 4.3925 -2.0804
H 0.9117 3.3867 -3.5582

=====

15
Properties=species:S:1:pos:R:3 method="wB97M-V/def2-TZVPD" spin_multiplicity=2 mol_weight_g_mol=219.92 charge=+2 total_energy_ha=-2370.81570 e_lumo_ev="-9.070 / -9.129"
O 1.9554 0.8049 -0.2097
C 2.3424 0.5596 0.9302
O 1.6498 -0.0192 1.8050
Cu 2.0679 -0.2871 4.1093
Mg 0.0100 0.2305 0.3673
C -1.7995 -0.9684 0.4116
C -2.9018 -0.3053 0.7251
H -1.5992 -2.0452 0.3718
H -3.2704 0.5554 0.1626
O -4.4712 -1.1187 3.7657
C -3.6461 -1.2170 2.7944
O -3.1214 -2.3451 2.5062
O -3.5983 -0.2261 1.9938
H -4.4771 -1.9052 4.3359
H -2.9232 -2.3942 1.4142